(1)
66
Properties=species:S:1:pos:R:3:forces:R:3 method="wB97M-V/def2-TZVPD" spin_multiplicity=1 smiles="O=C1c2ccccc2C(=O)c2ccccc21.O=C1c2ccccc2C(=O)c2ccccc21.O=NOc1cccc2nccnc12"
O -0.7247 -1.3072 -2.2432 -0.021 0.035 0.005
C -0.9553 -0.1172 -2.3213 0.082 -0.360 -0.002
C -1.8916 0.5392 -1.3680 -0.009 0.142 -0.019
C -2.4883 -0.2187 -0.3672 -0.093 -0.062 0.158
C -3.3311 0.3873 0.5497 -0.015 0.055 -0.059
C -3.5815 1.7544 0.4721 0.002 -0.056 -0.030
C -3.0028 2.5104 -0.5336 -0.107 0.034 0.142
C -2.1613 1.9061 -1.4601 0.052 -0.143 0.022
C -1.5601 2.7281 -2.5466 -0.064 0.367 -0.051
O -1.8371 3.9044 -2.6584 0.006 -0.040 0.016
C -0.6086 2.0761 -3.4864 0.003 -0.133 0.034
C -0.0096 2.8339 -4.4853 0.114 0.059 -0.143
C 0.9024 2.2457 -5.3466 -0.017 -0.072 0.052
C 1.2206 0.8974 -5.2130 -0.013 0.092 -0.019
C 0.6162 0.1356 -4.2280 0.108 -0.104 -0.093
C -0.3035 0.7183 -3.3649 -0.023 0.165 -0.001
H -2.2896 -1.2805 -0.3031 0.085 0.028 -0.105
H -3.7913 -0.2041 1.3317 -0.002 0.002 -0.018
H -4.2308 2.2287 1.1977 0.005 -0.007 -0.011
H -3.2016 3.5719 -0.5968 0.070 -0.013 -0.119
H -0.2531 3.8830 -4.5864 -0.076 -0.026 0.117
H 1.3707 2.8385 -6.1219 -0.009 -0.004 0.012
H 1.9399 0.4399 -5.8804 -0.035 -0.039 0.014
H 0.8651 -0.9126 -4.1305 -0.068 0.010 0.056
O 0.5387 1.8320 7.7291 -0.039 0.003 -0.014
C -0.5046 1.9211 7.1152 0.322 -0.026 0.171
C -0.5840 1.5146 5.6857 -0.118 0.023 -0.054
C 0.5464 1.0079 5.0556 0.110 -0.083 -0.128
C 0.4745 0.5910 3.7364 -0.072 0.022 0.014
C -0.7277 0.6769 3.0405 0.058 0.010 0.043
C -1.8517 1.1967 3.6598 0.083 -0.078 -0.154
C -1.7839 1.6224 4.9799 0.104 -0.019 0.112
C -2.9966 2.1949 5.6236 -0.318 0.038 -0.202
O -4.0247 2.3377 4.9925 0.033 -0.010 0.021
C -2.9237 2.5822 7.0583 0.122 -0.016 0.053
C -4.0561 3.0855 7.6869 -0.123 0.059 0.128
C -4.0105 3.4196 9.0301 0.068 -0.020 0.005
C -2.8327 3.2518 9.7517 -0.038 0.002 -0.069
C -1.6976 2.7634 9.1263 -0.035 0.059 0.180
C -1.7362 2.4316 7.7776 -0.126 -0.006 -0.078
H 1.4798 0.9360 5.5977 -0.080 0.040 0.107
H 1.3549 0.1927 3.2485 -0.012 0.005 0.007
H -0.7859 0.3396 2.0130 -0.008 0.026 0.006
H -2.7831 1.2679 3.1171 -0.039 0.083 0.124
H -4.9732 3.2118 7.1272 0.076 -0.061 -0.102
H -4.8947 3.8081 9.5191 0.012 -0.006 -0.008
H -2.8017 3.5049 10.8038 0.004 0.000 -0.016
H -0.7816 2.6364 9.6877 0.053 -0.029 -0.131
O 6.3326 -7.6746 -3.8990 0.066 -0.141 -0.442
N 6.3915 -7.0120 -4.8495 0.487 -0.099 0.551
O 5.0726 -6.6249 -5.2447 -0.825 0.310 0.278
C 4.9308 -5.2538 -5.3260 0.016 -0.450 -0.412
C 5.9732 -4.3971 -5.3787 0.810 0.658 0.125
C 5.7363 -2.9979 -5.4724 0.708 -0.907 0.030
C 4.4757 -2.5417 -5.5402 -0.659 1.277 -0.109
C 3.3538 -3.4034 -5.4883 0.916 1.054 -0.186
N 2.1092 -2.8406 -5.5677 0.119 -1.494 0.227
C 1.1769 -3.7547 -5.4767 -1.034 0.583 -0.060
C 1.3937 -5.1494 -5.3282 -0.059 -0.082 -0.058
N 2.5817 -5.6828 -5.2951 -0.184 0.406 0.034
C 3.5927 -4.7735 -5.3730 -0.345 -0.943 0.069
H 6.9917 -4.7639 -5.3296 -0.130 0.079 -0.044
H 6.5888 -2.3274 -5.4961 -0.151 -0.029 -0.028
H 4.2942 -1.4731 -5.6392 -0.115 -0.199 0.059
H 0.1409 -3.4112 -5.5216 0.202 -0.015 0.027
H 0.5270 -5.8037 -5.2468 0.167 0.046 -0.032

(2)
84
Properties=species:S:1:pos:R:3:forces:R:3 method="wB97M-V/def2-TZVPD" spin_multiplicity=1 total_charge=-1
Zn -0.2532 -0.0465 1.9228 0.092 -0.220 -0.014
O -2.0962 -2.3287 -3.0563 0.005 0.020 0.007
C -2.4803 -3.0026 -1.9613 -0.029 0.015 -0.003
C -3.0390 -4.2673 -2.1587 0.007 0.014 -0.014
C -3.4492 -5.0307 -1.0861 0.004 0.000 0.014
C -3.3138 -4.5522 0.2146 -0.008 -0.008 -0.006
C -2.7638 -3.3025 0.4153 0.006 -0.001 0.005
C -2.3424 -2.5072 -0.6518 0.005 -0.006 0.003
C -1.7197 -1.1939 -0.3385 0.174 -0.050 -0.034
O -1.6422 -0.8690 0.8994 -0.188 0.173 0.052
N -1.2857 -0.5086 -1.3654 0.030 -0.032 0.006
N -0.7418 0.7516 -1.1378 -0.139 0.104 0.056
C 0.7414 2.1521 -1.5790 0.062 0.018 0.027
S 1.4055 3.7486 -1.2439 -0.030 -0.001 -0.022
C 1.9403 4.2559 -2.8993 0.016 0.004 -0.021
C 2.6014 3.1478 -3.7090 -0.008 0.003 -0.002
S 1.3255 2.0638 -4.4387 0.046 -0.013 0.009
H -1.7114 -1.4710 -2.7575 0.021 -0.038 0.003
H -3.1263 -4.6257 -3.1759 0.000 -0.004 0.003
H -3.8697 -6.0133 -1.2624 0.000 -0.001 -0.002
H -3.6262 -5.1525 1.0589 -0.001 0.000 -0.002
H -2.6343 -2.9117 1.4150 -0.004 0.001 -0.002
H 2.6423 5.0726 -2.7246 0.006 -0.009 0.013
H 1.0910 4.6692 -3.4479 0.002 0.005 0.005
H 3.2551 2.5155 -3.1078 0.000 -0.001 0.001
H 3.1655 3.5670 -4.5442 -0.005 -0.001 -0.004
I 0.1773 -6.5720 -1.6006 0.015 -0.009 0.002
C 0.3181 -5.2306 -0.0097 -0.001 0.031 -0.012
C 0.0413 -5.6643 1.2799 0.000 -0.011 0.010
C 0.1589 -4.7765 2.3365 0.012 -0.013 0.000
C 0.5381 -3.4581 2.1092 0.001 0.005 -0.006
C 0.8029 -3.0410 0.8109 -0.004 0.023 0.017
C 0.6983 -3.9207 -0.2560 0.007 -0.018 0.000
C 0.7072 -2.5279 3.2813 0.020 0.000 0.014
O 0.7594 -2.9663 4.4187 0.034 0.003 -0.013
O 0.8645 -1.2619 2.9971 -0.079 0.050 0.000
H -0.2590 -6.6883 1.4559 -0.004 0.002 0.002
H -0.0338 -5.0945 3.3526 -0.004 0.003 -0.001
H 1.1016 -2.0176 0.6252 -0.014 -0.026 -0.006
H 0.9103 -3.5860 -1.2632 0.001 0.011 -0.010
S -0.8712 1.7561 3.2667 0.038 0.024 0.041
C 0.4452 1.8078 4.3485 -0.050 0.049 -0.054
N 0.6805 2.8774 5.1335 0.029 0.001 -0.034
C 1.7011 2.5841 6.1335 0.010 0.008 -0.001
C 2.3455 1.3143 5.5455 0.027 0.007 -0.036
N 1.3592 0.8823 4.5647 -0.101 -0.159 0.136
H 0.0086 3.6207 5.2013 -0.004 0.001 0.010
H 1.2510 2.3989 7.1118 -0.012 -0.008 -0.008
H 2.4131 3.4022 6.2215 0.001 -0.004 0.016
H 2.5088 0.5414 6.2942 0.006 0.010 0.014
H 3.2946 1.5328 5.0514 -0.011 -0.003 -0.006
H 1.3129 -0.0546 4.1229 0.041 0.085 -0.055
C 4.1614 -2.2063 4.0967 -0.016 -0.029 -0.031
S 4.3231 -0.6767 3.1425 -0.020 0.003 -0.005
C 4.0162 -1.2510 1.5174 0.032 -0.017 -0.008
C 3.3884 -0.5452 0.5583 -0.047 0.017 0.000
S 2.6458 1.0256 0.7840 -0.014 0.024 0.020
S 3.3176 -1.2726 -1.0344 0.007 -0.001 0.015
C 4.0874 -2.7678 -0.6241 0.012 0.023 -0.032
S 4.2994 -4.0112 -1.6585 -0.012 -0.007 0.009
S 4.6470 -2.8022 1.0228 -0.020 0.002 0.014
H 4.1217 -1.9020 5.1413 0.026 0.013 0.006
H 5.0171 -2.8619 3.9498 -0.001 0.001 0.002
H 3.2329 -2.7182 3.8581 -0.010 0.008 0.016
F -1.8860 3.5438 -0.5649 0.012 0.012 0.064
C -2.2487 3.5452 -1.8580 -0.010 -0.014 -0.057
C -3.1564 4.4768 -2.2893 0.007 -0.021 -0.039
F -3.6362 5.3358 -1.3774 -0.019 0.044 0.049
C -3.5848 4.5722 -3.6358 0.003 -0.005 -0.001
C -3.0182 3.5812 -4.4721 -0.011 0.023 0.039
C -2.1182 2.6469 -4.0259 0.005 0.043 0.056
F -1.6354 1.7517 -4.9036 0.020 -0.059 -0.065
C -1.6751 2.6012 -2.7079 0.009 -0.027 0.012
C -0.6144 1.7125 -2.2480 0.038 0.000 0.000
C 0.4460 1.1040 -0.5835 0.058 -0.073 -0.021
N 1.0252 0.5655 0.4496 0.059 0.025 -0.047
C 0.6704 1.4152 -2.9343 -0.132 -0.022 -0.060
N 1.4178 0.5394 -3.6500 0.017 0.014 0.014
F -3.3643 3.5295 -5.7679 -0.016 -0.013 -0.054
C -4.4897 5.5632 -4.0999 -0.031 -0.019 0.014
C -4.8802 5.6838 -5.4596 0.042 0.021 -0.012
N -5.2214 5.8501 -6.5508 -0.024 -0.010 0.006
C -5.0558 6.5555 -3.2568 0.036 0.022 -0.004
N -5.5397 7.3974 -2.6309 -0.020 -0.012 0.002

(3)
77
Properties=species:S:1:pos:R:3:forces:R:3 method="wB97M-V/def2-TZVPD" spin_multiplicity=1 total_charge=-2
Tl 0.0346 -0.0532 -1.3887 -0.276 -0.546 -0.312
I -6.5023 0.1058 3.2886 -0.078 -0.018 0.077
C -5.0659 0.3672 1.7970 0.061 -0.017 -0.189
C -5.3771 0.0713 0.4765 0.017 0.032 0.061
C -4.4193 0.2593 -0.5023 -0.042 -0.027 0.101
I -4.8682 -0.2167 -2.4807 -0.012 0.002 -0.083
C -3.1100 0.7471 -0.2351 0.137 0.013 -0.187
O -2.2331 0.9296 -1.1442 -0.201 0.108 0.056
C -2.8453 1.0293 1.1415 -0.008 -0.015 0.022
C -1.4718 1.5084 1.4844 0.157 0.126 -0.087
N -0.5062 0.4133 1.3813 -0.187 -0.126 0.118
C 0.7581 0.6851 2.0340 -0.039 0.147 -0.016
C 1.4907 1.7657 1.2783 0.020 -0.119 0.106
C 1.9280 2.9367 1.8818 0.027 -0.050 0.009
C 2.5887 3.8798 1.1116 -0.024 0.002 -0.069
C 2.7944 3.6235 -0.2341 -0.025 -0.005 0.064
C 2.3195 2.4281 -0.7570 0.272 0.109 -0.139
N 1.6842 1.5234 -0.0208 0.149 0.301 0.205
C -3.7988 0.8373 2.1212 -0.023 0.019 0.028
H -6.3564 -0.3025 0.2097 0.000 -0.004 0.007
H -1.4649 1.9426 2.4977 -0.034 0.010 -0.027
H -1.1766 2.3069 0.7865 -0.090 -0.576 0.335
H -0.9207 -0.4375 1.7464 0.144 0.064 -0.050
H 1.3560 -0.2273 2.0105 -0.009 0.020 0.080
H 0.6469 0.9834 3.0880 -0.040 0.079 -0.015
H 1.7322 3.1054 2.9326 -0.011 -0.007 -0.009
H 2.9212 4.8107 1.5539 0.011 0.012 0.007
H 3.2882 4.3386 -0.8786 0.009 -0.021 0.001
H 2.4219 2.1904 -1.8113 0.000 0.057 0.117
H -3.5476 1.0631 3.1518 -0.007 0.008 -0.004
Br -1.1995 -2.9812 1.0910 0.020 -0.068 0.025
C -0.6576 -3.9563 -0.4525 0.202 -0.035 -0.056
C -1.6665 -4.6696 -1.0436 0.000 -0.014 -0.020
C -1.4587 -5.2593 -2.3028 -0.096 -0.022 0.047
C -0.2978 -5.0270 -2.9724 0.103 0.020 -0.036
C 0.7465 -4.2576 -2.3961 -0.045 0.006 0.017
C 1.8519 -3.8652 -3.1805 -0.055 -0.054 -0.017
C 2.7849 -3.0156 -2.6447 0.076 0.065 0.014
C 2.7644 -2.6609 -1.2991 -0.015 0.035 -0.004
C 1.7901 -3.1774 -0.4341 -0.057 -0.119 -0.082
C 0.6365 -3.8221 -1.0391 -0.075 0.001 0.050
H -2.6356 -4.7148 -0.5679 0.000 -0.002 -0.007
H -2.2569 -5.8296 -2.7623 0.001 -0.003 0.006
H -0.1620 -5.3909 -3.9844 0.007 -0.002 -0.002
H 1.9117 -4.1950 -4.2099 -0.021 0.020 -0.016
H 3.5931 -2.6438 -3.2642 0.007 -0.003 0.002
H 3.5717 -2.0716 -0.8917 0.024 -0.031 -0.003
O 0.5577 3.0499 -4.8882 0.012 -0.076 0.156
C 0.2148 2.8029 -3.7227 -0.315 0.238 -0.338
O 0.6112 1.8938 -2.9563 0.315 -0.346 0.073
C -0.8229 3.7426 -3.1074 -0.046 0.202 -0.132
C -1.5984 4.5497 -3.9304 -0.015 0.006 0.081
C -2.5096 5.4532 -3.3966 -0.006 -0.006 0.185
C -2.6184 5.5974 -2.0194 0.049 -0.029 -0.203
C -1.8216 4.7926 -1.2213 -0.132 0.184 0.299
C -0.9575 3.8488 -1.7318 0.134 -0.184 -0.019
N -1.8806 4.9807 0.2433 -0.004 -0.050 -0.031
O -2.6348 5.8323 0.6876 0.062 -0.097 -0.058
O -1.1626 4.2828 0.9375 -0.081 0.702 -0.132
H -1.4579 4.4492 -4.9982 0.002 0.011 -0.021
H -3.1267 6.0570 -4.0504 0.001 0.014 0.012
H -3.2864 6.3117 -1.5645 -0.035 0.009 0.010
H -0.3864 3.2011 -1.0813 0.011 0.084 -0.062
F 3.2359 -3.0412 5.8677 -0.011 0.001 -0.001
C 3.8978 -3.5135 4.7192 -0.086 0.060 0.125
F 5.0962 -2.8631 4.7881 0.050 0.024 0.005
F 4.1410 -4.8190 5.0538 0.014 -0.048 0.005
C 3.2232 -3.3499 3.4638 0.071 -0.119 -0.168
C 3.3849 -2.1962 2.6540 0.005 0.091 -0.018
C 2.7765 -2.0578 1.4583 0.125 -0.153 -0.005
N 1.9433 -3.0892 0.9108 -0.147 0.133 0.097
C 1.6242 -4.1637 1.8086 0.015 0.046 -0.076
C 2.2564 -4.2944 2.9847 -0.041 -0.011 0.084
H 3.9767 -1.3575 3.0062 0.016 -0.026 0.000
H 2.8268 -1.1529 0.8707 0.044 -0.032 -0.005
H 0.8978 -4.8757 1.4551 -0.018 0.003 0.013
H 1.9829 -5.1487 3.5932 0.031 -0.005 -0.002

Short version: gap between HOMO and LUMO = 8.05; 5.72; 3.98 eV, in the order given.
Short version: energy relative to the best compared isomer or geometry (same formula, charge and spin) = 32.5; 10.5; 68.2 kJ/mol, in the order given.